Molecular formula: C44H120B3Cl2F12N8O14
Method: DFT, ωB97M-V with the def2-TZVPD basis set

Bonds (Å) are listed after each position.
Positions of all 203 atoms, in Å:
1 C 0.741 5.906 -2.870  O2 1.413, H12 1.100, H13 1.084, H14 1.098
2 O 0.943 7.203 -3.390  C1 1.413, C3 1.372
3 C 1.909 7.399 -4.345  O2 1.372, C4 1.523, H15 1.103, H16 1.083
4 C 1.414 8.396 -5.384  C3 1.523, N5 1.562, H17 1.116, H18 1.083
5 N 0.551 9.517 -4.723  C4 1.562, H6 1.036, H7 0.996, C8 1.511
6 H -0.038 9.061 -4.003  N5 1.036
7 H 1.186 10.104 -4.229  N5 0.996
8 C -0.339 10.274 -5.681  N5 1.511, C9 1.518, H19 1.108, H20 1.091
9 C 0.395 11.383 -6.414  C8 1.518, O10 1.429, H21 1.083, H22 1.108
10 O 0.810 12.175 -5.298  C9 1.429, C11 1.431
11 C 1.860 13.143 -5.396  O10 1.431, H23 1.098, H24 1.085, H25 1.104
12 H 0.365 5.271 -3.686  C1 1.100
13 H 0.108 6.018 -1.997  C1 1.084
14 H 1.710 5.521 -2.525  C1 1.098
15 H 2.163 6.465 -4.873  C3 1.103
16 H 2.805 7.810 -3.895  C3 1.083
17 H 0.727 8.054 -6.194  C4 1.116
18 H 2.246 8.822 -5.932  C4 1.083
19 H -1.042 10.837 -5.035  C8 1.108
20 H -0.910 9.626 -6.347  C8 1.091
21 H -0.252 11.911 -7.104  C9 1.083
22 H 1.240 10.965 -6.995  C9 1.108
23 H 2.773 12.674 -5.788  C11 1.098
24 H 1.972 13.551 -4.398  C11 1.085
25 H 1.608 14.011 -6.031  C11 1.104
26 C -2.315 -6.630 -0.144  O27 1.486, H37 1.076, H38 1.102, H39 1.082
27 O -1.423 -6.871 1.021  C26 1.486, C28 1.383
28 C -0.154 -6.349 0.851  O27 1.383, C29 1.522, H40 1.102, H41 1.103
29 C 0.638 -7.247 1.789  C28 1.522, N30 1.488, H42 1.110, H43 1.112
30 N 0.639 -8.610 1.193  C29 1.488, H31 1.033, H32 1.053, C33 1.487
31 H 0.651 -9.410 1.847  N30 1.033
32 H -0.362 -8.714 0.884  N30 1.053
33 C 1.547 -8.750 0.023  N30 1.487, C34 1.498, H44 1.089, H45 1.076
34 C 1.431 -10.163 -0.458  C33 1.498, O35 1.377, H46 1.133, H47 1.106
35 O 0.249 -10.318 -1.147  C34 1.377, C36 1.397
36 C 0.003 -11.603 -1.638  O35 1.397, H48 1.147, H49 1.106, H50 1.090
37 H -3.297 -6.689 0.294  C26 1.076
38 H -2.210 -7.473 -0.846  C26 1.102
39 H -2.193 -5.657 -0.602  C26 1.082
40 H -0.118 -5.297 1.177  C28 1.102
41 H 0.169 -6.357 -0.204  C28 1.103
42 H 0.140 -7.272 2.781  C29 1.110
43 H 1.715 -7.021 1.952  C29 1.112
44 H 2.545 -8.537 0.403  C33 1.089
45 H 1.256 -8.089 -0.775  C33 1.076
46 H 1.496 -10.857 0.436  C34 1.133
47 H 2.314 -10.371 -1.089  C34 1.106
48 H 0.956 -11.949 -2.176  C36 1.147
49 H -0.789 -11.512 -2.405  C36 1.106
50 H -0.188 -12.345 -0.862  C36 1.090
51 C 6.507 4.166 3.202  O52 1.436, H62 1.070, H63 1.112, H64 1.061
52 O 7.488 3.587 2.328  C51 1.436, C53 1.414
53 C 8.119 4.533 1.488  O52 1.414, C54 1.544, H65 1.097, H66 1.085
54 C 8.939 3.691 0.488  C53 1.544, N55 1.533, H67 1.061, H68 1.100
55 N 7.945 2.650 -0.040  C54 1.533, H56 1.027, H57 1.026, C58 1.515
56 H 8.343 1.704 -0.011  N55 1.027
57 H 7.178 2.673 0.641  N55 1.026
58 C 7.292 3.061 -1.344  N55 1.515, C59 1.518, H69 1.068, H70 1.113
59 C 5.908 2.438 -1.368  C58 1.518, O60 1.385, H71 1.110, H72 1.098
60 O 5.255 3.006 -0.287  C59 1.385, C61 1.430
61 C 3.979 2.398 -0.070  O60 1.430, H73 1.087, H74 1.087, H75 1.078
62 H 5.682 4.464 2.590  C51 1.070
63 H 6.959 5.011 3.767  C51 1.112
64 H 6.209 3.412 3.887  C51 1.061
65 H 8.842 5.212 1.958  C53 1.097
66 H 7.411 5.139 0.931  C53 1.085
67 H 9.742 3.268 1.039  C54 1.061
68 H 9.432 4.154 -0.380  C54 1.100
69 H 7.955 2.714 -2.106  C58 1.068
70 H 7.254 4.171 -1.413  C58 1.113
71 H 5.880 1.340 -1.208  C59 1.110
72 H 5.354 2.617 -2.299  C59 1.098
73 H 3.372 2.354 -0.971  C61 1.087
74 H 3.391 2.959 0.651  C61 1.087
75 H 4.090 1.413 0.354  C61 1.078
76 C -5.788 -4.606 3.171  O77 1.401, H87 1.099, H88 1.092, H89 1.138
77 O -5.334 -3.337 3.553  C76 1.401, C78 1.456
78 C -3.953 -3.013 3.224  O77 1.456, C79 1.535, H90 1.099, H91 1.131
79 C -3.763 -1.532 3.576  C78 1.535, N80 1.516, H92 1.097, H93 1.102
80 N -4.546 -1.347 4.861  C79 1.516, H81 1.021, H82 1.002, C83 1.531
81 H -5.420 -1.851 4.701  N80 1.021
82 H -4.191 -1.852 5.650  N80 1.002
83 C -4.775 0.109 5.275  N80 1.531, C84 1.476, H94 1.104, H95 1.074
84 C -5.934 0.672 4.555  C83 1.476, O85 1.397, H96 1.098, H97 1.101
85 O -7.114 0.084 5.017  C84 1.397, C86 1.429
86 C -8.328 0.610 4.478  O85 1.429, H98 1.131, H99 1.106, H100 1.102
87 H -5.992 -4.585 2.092  C76 1.099
88 H -6.756 -4.738 3.657  C76 1.092
89 H -5.052 -5.454 3.360  C76 1.138
90 H -3.684 -3.050 2.159  C78 1.099
91 H -3.303 -3.788 3.730  C78 1.131
92 H -4.140 -0.871 2.787  C79 1.097
93 H -2.708 -1.258 3.749  C79 1.102
94 H -3.880 0.733 5.101  C83 1.104
95 H -5.031 0.090 6.317  C83 1.074
96 H -5.852 0.579 3.465  C84 1.098
97 H -5.911 1.755 4.750  C84 1.101
98 H -8.498 0.330 3.395  C86 1.131
99 H -8.384 1.700 4.653  C86 1.106
100 H -9.241 0.192 4.933  C86 1.102
101 C 2.330 -4.070 2.772  O102 1.472, H112 1.072, H113 1.100, H114 1.070
102 O 1.681 -3.702 4.041  C101 1.472, C103 1.414
103 C 2.503 -3.556 5.182  O102 1.414, C104 1.554, H115 1.084, H116 1.107
104 C 2.942 -2.115 5.561  C103 1.554, N105 1.499, H117 1.081, H118 1.117
105 N 1.811 -1.252 6.032  C104 1.499, H106 1.036, H107 1.025, C108 1.499
106 H 1.064 -1.911 6.316  N105 1.036
107 H 2.020 -0.632 6.821  N105 1.025
108 C 1.361 -0.185 5.081  N105 1.499, C109 1.507, H119 1.090, H120 1.098
109 C 0.389 0.715 5.799  C108 1.507, O110 1.457, H121 1.097, H122 1.071
110 O 0.705 0.836 7.217  C109 1.457, C111 1.444
111 C 1.509 2.010 7.464  O110 1.444, H123 1.081, H124 1.102, H125 1.105
112 H 1.558 -4.393 2.101  C101 1.072
113 H 2.990 -4.938 2.916  C101 1.100
114 H 2.885 -3.240 2.387  C101 1.070
115 H 3.424 -4.112 5.315  C103 1.084
116 H 1.895 -3.995 5.996  C103 1.107
117 H 3.504 -1.639 4.770  C104 1.081
118 H 3.719 -2.230 6.357  C104 1.117
119 H 0.985 -0.702 4.199  C108 1.090
120 H 2.256 0.330 4.708  C108 1.098
121 H -0.617 0.282 5.739  C109 1.097
122 H 0.331 1.687 5.351  C109 1.071
123 H 0.917 2.879 7.208  C111 1.081
124 H 2.399 2.030 6.814  C111 1.102
125 H 1.665 2.001 8.557  C111 1.105
126 C 0.411 -6.216 -3.704  O127 1.373, H137 1.134, H138 1.099, H139 1.111
127 O -0.118 -4.979 -3.433  C126 1.373, C128 1.427
128 C 0.792 -4.153 -2.707  O127 1.427, C129 1.483, H140 1.103, H141 1.100
129 C 0.282 -2.766 -2.587  C128 1.483, N130 1.465, H142 1.108, H143 1.074
130 N 0.218 -2.164 -3.922  C129 1.465, H131 1.054, H132 1.031, C133 1.482
131 H 1.219 -1.870 -4.076  N130 1.054
132 H -0.055 -2.857 -4.635  N130 1.031
133 C -0.681 -0.995 -4.066  N130 1.482, C134 1.569, H144 1.113, H145 1.063
134 C -1.127 -0.822 -5.561  C133 1.569, O135 1.378, H146 1.084, H147 1.074
135 O -0.008 -0.517 -6.304  C134 1.378, C136 1.405
136 C -0.257 -0.316 -7.673  O135 1.405, H148 1.101, H149 1.095, H150 1.118
137 H -0.334 -6.903 -4.211  C126 1.134
138 H 0.846 -6.795 -2.876  C126 1.099
139 H 1.269 -6.027 -4.384  C126 1.111
140 H 1.824 -4.160 -3.097  C128 1.103
141 H 0.909 -4.490 -1.666  C128 1.100
142 H 1.021 -2.164 -2.021  C129 1.108
143 H -0.685 -2.761 -2.119  C129 1.074
144 H -0.156 -0.085 -3.698  C133 1.113
145 H -1.603 -1.142 -3.559  C133 1.063
146 H -1.799 0.026 -5.625  C134 1.084
147 H -1.559 -1.746 -5.897  C134 1.074
148 H -0.801 -1.145 -8.151  C136 1.101
149 H 0.742 -0.264 -8.118  C136 1.095
150 H -0.847 0.578 -7.991  C136 1.118
151 C -5.429 -0.975 -2.814  C152 1.526, H160 1.101, H161 1.112, H162 1.101
152 C -6.309 0.233 -2.504  C151 1.526, C153 1.533, N156 1.555, H163 1.113
153 C -5.812 0.856 -1.196  C152 1.533, O154 1.458, H164 1.100, H165 1.115
154 O -6.590 2.074 -1.006  C153 1.458, C155 1.436
155 C -6.088 2.589 0.238  O154 1.436, H166 1.085, H167 1.114, H168 1.057
156 N -5.953 1.387 -3.483  C152 1.555, H157 1.073, H158 1.060, H159 1.008
157 H -6.377 2.274 -3.055  N156 1.073
158 H -4.930 1.662 -3.428  N156 1.060
159 H -6.386 1.280 -4.387  N156 1.008
160 H -5.494 -1.796 -2.084  C151 1.101
161 H -4.391 -0.580 -2.758  C151 1.112
162 H -5.621 -1.390 -3.816  C151 1.101
163 H -7.403 0.030 -2.512  C152 1.113
164 H -4.745 1.071 -1.360  C153 1.100
165 H -5.960 0.168 -0.331  C153 1.115
166 H -5.005 2.660 0.224  C155 1.085
167 H -6.282 1.916 1.104  C155 1.114
168 H -6.511 3.543 0.409  C155 1.057
169 C -0.090 2.585 -0.120  C170 1.565, H178 1.099, H179 1.089, H180 1.094
170 C -0.462 1.131 0.323  C169 1.565, C171 1.582, N174 1.497, H181 1.111
171 C -0.257 0.891 1.873  C170 1.582, O172 1.457, H182 1.093, H183 1.109
172 O -0.630 -0.497 2.117  C171 1.457, C173 1.380
173 C 0.424 -1.266 1.666  O172 1.380, H184 1.105, H185 1.125, H186 1.094
174 N -1.912 0.920 0.017  C170 1.497, H175 1.050, H176 0.989, H177 1.020
175 H -2.501 1.617 0.538  N174 1.050
176 H -2.130 0.912 -0.948  N174 0.989
177 H -2.249 0.042 0.413  N174 1.020
178 H -0.450 3.206 0.712  C169 1.099
179 H -0.618 2.848 -1.036  C169 1.089
180 H 1.003 2.579 -0.167  C169 1.094
181 H 0.156 0.428 -0.277  C170 1.111
182 H -0.911 1.563 2.435  C171 1.093
183 H 0.808 1.085 2.115  C171 1.109
184 H 0.573 -2.019 2.460  C173 1.105
185 H 1.396 -0.731 1.476  C173 1.125
186 H 0.139 -1.793 0.751  C173 1.094
187 B -3.129 -2.755 -0.435  F188 1.428, F189 1.415, F190 1.451, F191 1.365
188 F -4.132 -3.769 -0.370  B187 1.428
189 F -1.913 -3.237 0.105  B187 1.415
190 F -2.937 -2.367 -1.820  B187 1.451
191 F -3.506 -1.617 0.216  B187 1.365
192 B 3.160 1.929 3.163  F193 1.375, F194 1.445, F195 1.401, F196 1.380
193 F 2.989 2.229 4.494  B192 1.375
194 F 2.943 0.519 2.935  B192 1.445
195 F 2.242 2.705 2.445  B192 1.401
196 F 4.459 2.222 2.800  B192 1.380
197 B 3.043 -0.944 -2.113  F198 1.439, F199 1.351, F200 1.388, F201 1.385
198 F 1.779 -0.298 -1.878  B197 1.439
199 F 2.935 -1.659 -3.254  B197 1.351
200 F 4.004 0.048 -2.252  B197 1.388
201 F 3.187 -1.756 -1.001  B197 1.385
202 Cl -2.735 2.025 -3.351  no bonds
203 Cl -3.713 1.152 2.295  no bonds

Summary:
- relative energy (zero: lowest compared OMol25 entry of this formula, charge and spin) (kJ/mol) = 12.1
- Kohn-Sham gap (eV) = 8.18
- DFT total energy (Eh) = -5432.81758
- charge = +3